# 1
40
Properties=species:S:1:pos:R:3:lowdin_charge:R:1 method="wB97M-V/def2-TZVPD" homo_ev=-4.11 orbital_gap_ev=6.752 charge=-1 total_energy_ha=-1190.3906
C 1.6257 4.8490 3.0682 -0.092
H 3.0649 0.8732 -0.6573 0.084
H -0.4261 0.1650 1.0747 -0.112
O 1.7241 1.9331 3.0534 -0.227
H -2.4819 -1.4072 2.4959 -0.146
O 2.2743 2.3466 0.5440 -0.207
H 5.7244 2.1686 3.3986 0.083
H 2.1905 5.6705 3.5052 0.081
C -1.4258 -2.5493 -0.3966 -0.360
H -1.9160 -4.4782 -4.1639 0.086
H -4.4927 -0.1037 0.1042 -0.054
C -3.3240 -3.0871 -3.3085 -0.112
H -4.0763 -3.7731 -3.7027 0.059
H 4.2054 2.5240 4.2420 0.088
H -3.6277 -2.0803 -3.5982 0.067
H 0.7478 5.2366 2.5531 0.088
H -3.5141 1.3716 0.1845 -0.057
H 5.0092 3.7976 3.2834 0.083
H 0.1464 -3.0337 -3.4265 0.089
H -0.6622 -3.1864 0.0664 0.018
H 1.3064 4.1464 3.8352 0.077
O 4.1111 2.2973 2.1744 -0.218
H 1.2879 0.8001 -0.3824 0.052
O 2.4795 4.2037 2.1149 -0.215
H -3.3652 0.2888 -1.2047 -0.058
C 2.2594 0.9812 0.0667 -0.095
C -3.5126 0.3221 -0.1211 -0.311
C 4.7943 2.7297 3.3452 -0.110
H 0.0261 -1.6128 -1.6559 0.082
C -0.9361 -2.1226 -1.7786 -0.345
C -0.7512 -3.2352 -2.8326 -0.230
In -1.9037 -0.8096 0.9181 0.430
H -3.3762 -3.1241 -2.2226 0.052
H -0.5574 -4.1746 -2.3038 0.097
P 2.5489 2.6166 2.0589 0.332
H -1.7213 -2.8406 -4.7174 0.090
H 2.3881 0.2766 0.8866 0.083
H -1.6063 -1.3603 -2.1973 0.082
C -1.9194 -3.4396 -3.8228 -0.261
H -2.3186 -3.1798 -0.4806 0.008

# 2
51
Properties=species:S:1:pos:R:3:lowdin_charge:R:1 method="wB97M-V/def2-TZVPD" homo_ev=-12.76 orbital_gap_ev=9.073 charge=+1 total_energy_ha=-1800.1691
O -0.8119 4.1175 -1.6931 0.025
N -1.9662 4.3239 -1.3523 -0.431
O -1.2818 -1.5239 5.1374 0.073
H -2.1899 1.8515 -3.8016 0.136
H -2.2121 0.9688 -1.4394 0.121
C -1.7734 -2.6718 1.8253 0.041
N -0.2209 -1.3441 4.5844 -0.444
H -0.6057 -1.3821 -4.4123 0.148
H 1.6833 1.8881 -2.1069 0.083
H -2.1531 -1.1110 -2.8384 0.128
H -3.5760 5.6660 -1.3532 0.102
C -2.5601 5.6370 -1.7269 0.065
C 4.0731 -2.9263 5.6110 0.052
N 3.1132 -2.0460 6.3301 -0.444
C 0.3159 0.0441 4.5751 0.037
C -1.2001 -0.7191 -2.4862 -0.118
H 4.1614 -3.8530 6.1639 0.097
H 1.1890 -1.9539 -2.7480 0.111
N -0.4710 0.6862 -4.3074 0.118
C -0.2216 -0.6818 -3.6698 -0.261
P 2.5234 -0.0686 -2.6946 0.419
O 3.2030 0.7799 -3.8752 -0.103
H 5.0188 -2.3961 5.5580 0.101
O 0.4287 -2.2115 4.0302 0.039
H -0.8316 -1.3201 -1.6643 0.112
H -2.1288 -1.8103 2.3828 0.096
C 1.2285 -1.1173 -3.4458 -0.146
H 1.6502 -1.5017 -4.3746 0.109
H 2.7310 1.5470 -4.2106 0.072
O 2.8950 -0.9552 5.8367 0.035
H -1.1015 0.4954 -5.0821 0.176
C -1.3516 0.7418 -2.0606 -0.153
H 0.4485 0.3421 5.6099 0.102
H -0.4201 0.6733 4.0829 0.098
H -2.5241 5.7126 -2.8094 0.103
H -0.4817 0.9841 -1.4527 0.100
O 2.6063 -2.4604 7.3446 0.089
O 1.7982 1.0027 -1.7461 -0.108
H 0.3369 1.1492 -4.7111 0.164
H 1.2614 0.0360 4.0487 0.086
O -3.2608 -3.8350 0.4808 0.102
H -0.7065 2.4997 -3.1882 0.093
O -2.6446 3.5399 -0.7335 0.094
H -1.9421 6.4077 -1.2764 0.108
H 3.6720 -3.0867 4.6150 0.099
O -2.6743 -1.8691 -0.1536 0.023
H -0.7567 -2.5125 1.4795 0.096
N -2.6412 -2.8119 0.6242 -0.437
O 3.4759 -0.9171 -1.9970 -0.222
C -1.2534 1.5694 -3.3227 -0.092
H -1.8510 -3.5772 2.4134 0.104

# 3
44
Properties=species:S:1:pos:R:3:lowdin_charge:R:1 method="wB97M-V/def2-TZVPD" spin_multiplicity=5 homo_ev="-12.49 / -12.49" de_lowest_kcal_mol=0.00 orbital_gap_ev="4.173 / 3.854" charge=+2 total_energy_ha=-3551.9824
H 0.9956 -0.5756 4.1843 0.086
Cl 5.7882 1.6772 -0.5187 -0.079
H 0.2780 -0.4067 -3.0897 0.049
H 2.6856 -1.1366 -3.7180 0.059
H 2.1626 2.1913 3.4078 0.065
H -4.3841 1.4830 1.5515 0.058
I -1.2373 0.9028 0.8314 0.395
C 2.6457 2.5717 -3.2067 -0.259
C 0.8896 -0.4150 3.0933 -0.377
P 2.4557 0.0646 2.3124 0.632
C 3.4610 -1.3345 2.9174 -0.274
C 2.9493 1.4233 3.4134 -0.267
P 2.2409 0.9273 -2.5113 0.661
H -3.4202 -2.3693 0.4072 0.014
H -6.3013 -2.2462 -0.3697 0.106
H 3.0802 1.0497 4.4409 0.074
H 4.1810 -0.1795 -3.5125 0.045
C -4.9518 0.6226 1.1709 -0.088
C -5.3689 -2.7917 -0.1026 -0.081
H -0.1946 1.1346 -2.3427 0.009
H 4.4958 -1.2848 2.5464 0.045
H 3.8942 1.8760 3.0788 0.048
Ho 3.6648 0.5766 -0.1960 1.132
H 2.6032 2.5444 -4.3040 0.072
H 1.9375 3.3152 -2.8265 0.063
H -5.0651 -3.4812 -0.9163 0.090
H 2.9961 -2.2728 2.5794 0.063
H 3.4694 -1.3176 4.0185 0.074
H -4.1942 1.2028 -0.7427 0.111
H -6.0280 0.8495 1.2695 0.096
I -0.8311 -1.6489 0.1035 0.363
H 0.1388 0.3797 2.9364 -0.085
H 2.9818 0.3059 -4.7474 0.073
H 0.5119 -1.3330 2.6157 -0.035
H -4.7408 -0.2833 1.7284 0.074
C 3.1094 -0.1266 -3.7454 -0.259
C -4.0627 -0.7987 -0.6199 -0.921
H 3.6595 2.8581 -2.8988 0.039
H 0.3450 1.1035 -4.0765 0.091
N -4.2967 -1.8703 0.2454 -0.136
S -2.9453 -0.8356 -1.9044 0.407
C 0.5105 0.6776 -3.0557 -0.269
N -4.5634 0.3964 -0.2301 -0.056
H -5.5459 -3.4259 0.7830 0.090

# 4
44
Properties=species:S:1:pos:R:3:lowdin_charge:R:1 method="wB97M-V/def2-TZVPD" homo_ev=-14.73 orbital_gap_ev=4.837 charge=+2 total_energy_ha=-1022.7847
H -0.8351 -2.9096 -4.0190 0.090
H -1.7798 -2.1678 3.7034 0.158
H -1.7312 -3.8718 -1.2024 0.088
H -0.0254 -3.9784 -1.4287 0.092
H -1.5843 -1.3054 -3.9960 0.082
H 1.0025 -0.6466 0.9074 0.015
O -1.2169 3.0163 -0.0359 -0.196
C -0.8203 -3.2673 -1.1924 -0.051
H 0.3302 -1.4009 4.5972 0.158
F -0.4707 0.5274 0.6587 -0.433
C -0.3800 -0.6809 4.1872 -0.164
C 2.9575 -0.2991 0.4993 -0.220
H 1.1461 0.5261 4.0598 0.142
H 1.0989 0.4652 -0.8637 0.032
C 0.5773 3.9054 -1.4903 -0.224
C -1.4604 -2.2325 -3.4376 -0.038
Y -1.3309 1.8495 2.2728 2.139
H 1.2940 3.4172 -0.8184 0.122
C -0.8733 -2.0237 -2.0483 -0.482
O 0.2918 3.0143 -2.5485 -0.034
O 1.8033 0.5518 -1.5127 -0.078
C 2.9261 -0.1834 -1.0278 -0.200
H 3.8790 -0.7687 0.8295 0.128
H 0.1457 -1.6208 -2.0986 0.122
O 1.8755 -1.0422 1.0659 -0.089
H -1.5321 2.5252 -0.8248 0.122
H 3.8544 0.2752 -1.3665 0.132
H -2.4689 -2.6441 -3.3647 0.087
O -2.2844 -0.4186 2.7219 -0.145
H -1.4429 4.5679 -1.3473 0.141
H -0.6338 -2.9875 -0.1463 0.058
C -0.6684 4.2075 -0.6607 -0.177
H -0.9180 -0.3298 5.0735 0.141
H -0.7097 -1.8034 2.3671 0.135
O 0.3446 0.4067 3.5233 -0.144
H -1.3079 -0.8401 -0.5670 0.014
H 0.6635 2.1473 -2.2995 0.068
O -1.7045 -1.0323 -1.4230 -0.080
C -1.2696 -1.3508 3.1874 -0.166
H -3.0659 -0.9523 2.5051 0.147
H 2.9752 0.7374 0.8680 0.114
H -0.4607 4.9877 0.0721 0.127
H 2.8478 -1.1933 -1.4471 0.127
H 0.9615 4.8230 -1.9325 0.140

# 5
43
Properties=species:S:1:pos:R:3:lowdin_charge:R:1 method="wB97M-V/def2-TZVPD" homo_ev=-12.66 de_lowest_kcal_mol=49.00 orbital_gap_ev=9.227 charge=+1 total_energy_ha=-1787.9735
H -15.5244 -7.4918 -33.0100 0.089
H -14.7720 -8.7663 -31.0316 0.145
V -12.4790 -8.4513 -28.5908 0.943
H -12.1764 -4.9569 -25.1128 0.085
C -15.2595 -6.9790 -32.0838 -0.036
O -14.7085 -8.3088 -27.2454 -0.165
H -14.8448 -8.9336 -25.2000 0.089
H -12.3897 -5.6253 -27.9464 0.109
C -11.4153 -10.0420 -25.7169 -0.052
C -13.0875 -8.6248 -32.1678 -0.194
H -14.4941 -10.1122 -26.3211 0.073
H -12.4616 -7.5084 -25.0048 0.140
H -10.7048 -9.8595 -24.9040 0.097
O -11.5166 -8.7734 -26.3539 -0.259
N -13.6015 -7.0937 -30.3378 0.037
H -16.1238 -9.5346 -26.3703 0.097
N -12.5151 -6.4284 -27.3295 0.011
C -11.5137 -10.4142 -31.7438 -0.063
O -12.5261 -9.5268 -31.2570 -0.256
H -12.3430 -7.9503 -32.6054 0.139
C -11.3816 -6.4357 -26.4382 -0.419
H -12.3522 -10.4665 -25.3653 0.094
O -12.6670 -10.0725 -28.4524 -0.313
C -11.5026 -7.6332 -25.5171 -0.164
C -14.2165 -7.9090 -31.4198 -0.365
H -14.3101 -6.4041 -30.1232 0.086
H -15.3102 -7.5608 -27.2837 0.095
O -11.1830 -8.1390 -29.3659 -0.269
H -11.2402 -11.0729 -30.9210 0.093
H -10.5274 -6.6268 -27.0917 0.149
H -14.7811 -6.0282 -32.3258 0.084
H -13.3159 -5.9983 -26.8671 0.108
H -10.7908 -10.7218 -26.2952 0.106
H -12.8368 -6.5923 -30.7779 0.100
H -11.1937 -4.3119 -26.3739 0.084
H -16.1316 -6.7596 -31.4709 0.085
H -10.6462 -7.7341 -24.8503 0.144
C -11.2329 -5.1200 -25.6418 -0.019
H -10.4404 -5.0493 -24.9011 0.092
H -10.6022 -9.8897 -32.0349 0.095
H -11.8227 -11.0759 -32.5551 0.094
H -13.4396 -9.2731 -32.9764 0.137
C -15.0953 -9.2052 -26.2279 -0.125

# 6
40
Properties=species:S:1:pos:R:3:lowdin_charge:R:1 method="wB97M-V/def2-TZVPD" spin_multiplicity=3 homo_ev="-9.59 / -17.41" orbital_gap_ev="4.064 / 6.570" charge=+2 total_energy_ha=-651.8424
H 1.2926 -0.8370 -2.9466 0.147
H -1.5912 1.5675 -0.8161 0.042
C -0.5693 -2.4233 0.4846 -0.201
H -0.4035 -1.4338 -2.7899 0.052
C 0.9650 1.7611 0.2050 -0.444
H -2.6476 -2.4128 1.0779 0.093
H -0.1861 2.8521 1.7128 0.117
H 1.0571 1.4651 2.9211 0.148
H -0.7522 -3.2224 -0.1595 0.084
C 0.4824 -0.7131 -0.8616 -0.236
O 2.0815 1.2532 0.8216 0.054
H 1.0793 1.7017 -2.9223 0.144
H 1.5301 2.7739 -1.3581 0.151
C 0.0795 1.0331 2.4175 -0.077
H -1.4402 -1.8366 2.4322 0.187
H -1.4020 0.5932 -2.2135 0.098
C -1.6972 -2.5771 1.5107 -0.198
H 0.4192 3.6218 -0.4960 0.127
H -0.9069 -0.5433 0.7378 0.069
H -1.5271 -1.0459 -0.7603 0.108
H 1.2737 -0.8328 -0.1911 0.127
H 0.3542 -2.3975 1.0340 0.140
N 1.5237 1.3597 -2.0612 0.085
H 0.6690 -2.4148 -2.0984 0.097
C -0.1930 1.9378 1.2001 -0.133
H -1.1606 1.6525 0.9822 0.077
C 0.4679 -1.3408 -2.2401 -0.018
C -0.8672 1.2791 -1.5095 -0.028
H 0.1377 -0.0045 2.2698 0.021
H 1.8485 3.4829 0.4462 0.186
N -0.7239 -1.0768 -0.0350 0.034
C 0.5971 0.8518 -1.0908 -0.379
N -1.6688 -3.9758 1.8688 0.337
H -0.6853 0.9790 3.0998 0.057
H 2.1627 0.6435 -2.2665 0.095
H 2.8384 1.7041 0.3991 0.148
H -0.9185 -4.2553 2.4769 0.160
H -1.9018 -4.6333 1.1481 0.149
H -0.8889 2.2903 -2.0885 0.132
N 1.2714 3.1736 -0.3413 0.246